140
Properties=species:S:1:pos:R:3:lowdin_charge:R:1 method="wB97M-V/def2-TZVPD" total_charge=+1 homo_lumo_gap_ev=7.36 e_homo_ev=-9.82 lumo_energy_ha=-0.0905
O -0.221 3.071 4.386 0.05
C -1.033 2.202 3.942 -0.33
C -0.657 1.186 2.746 -0.08
C 0.912 1.139 2.419 -0.09
C 1.287 1.284 0.869 -0.34
C 2.885 1.019 0.773 -0.07
C 3.778 2.228 1.355 -0.19
O 4.990 1.632 1.878 -0.16
C 5.715 2.535 2.739 -0.08
C 5.788 1.846 4.214 -0.24
F 4.458 1.317 4.437 0.04
F 6.778 0.835 4.122 0.07
C 6.037 2.920 5.383 -0.19
F 7.140 3.730 4.945 0.08
F 4.893 3.795 5.352 0.07
C 6.319 2.297 6.830 -0.21
F 5.397 1.247 7.164 0.08
F 7.599 1.639 6.749 0.06
C 6.448 3.355 8.026 -0.16
F 7.719 4.034 8.007 0.02
F 5.362 4.259 8.138 0.04
N 0.837 2.649 0.348 0.12
C -0.417 2.526 -0.500 -0.32
P -0.541 3.770 -1.911 0.36
O -1.921 3.491 -2.859 -0.23
O 0.844 3.666 -2.916 -0.24
S -0.606 5.554 -1.134 0.34
C -0.787 0.954 -0.786 -0.08
C 0.613 0.318 -0.223 -0.24
C 0.715 -1.275 -0.067 -0.15
P -0.971 -2.127 0.125 0.64
O -1.783 -1.640 1.332 -0.34
O -0.706 -3.807 0.304 -0.18
O -1.927 -1.928 -1.279 -0.18
N -2.366 2.178 4.635 0.06
C -2.571 0.908 5.361 -0.19
C -1.510 -0.184 5.626 -0.04
C -1.797 -1.529 6.366 -0.06
C -3.252 -1.773 6.867 -0.09
C -4.352 -0.690 6.669 -0.06
C -4.016 0.649 5.917 0.00
H -0.974 0.100 2.989 0.11
H -1.320 1.500 1.860 0.11
H 1.528 1.944 2.979 0.12
H 1.321 0.132 2.809 0.14
H 3.114 0.033 1.322 0.14
H 3.233 0.857 -0.315 0.14
H 3.242 2.898 2.109 0.13
H 4.100 2.870 0.446 0.14
H 6.794 2.573 2.359 0.15
H 5.312 3.602 2.769 0.15
H 6.460 2.742 9.006 0.19
H 1.634 2.907 -0.262 0.17
H 0.817 3.366 1.108 0.20
H -1.328 2.828 0.149 0.13
H -2.549 4.213 -2.615 0.07
H 1.005 4.610 -3.173 0.07
H -1.647 0.607 -0.101 0.11
H -0.963 0.844 -1.906 0.13
H 1.293 0.506 -1.146 0.15
H 1.451 -1.634 0.737 0.11
H 1.143 -1.676 -1.068 0.12
H 0.112 -3.900 0.848 0.08
H -2.657 -2.599 -1.204 0.10
H -3.038 2.178 3.834 0.10
H -0.430 -0.054 5.240 0.09
H -0.943 -2.278 6.505 0.09
H -3.434 -2.788 7.381 0.09
H -5.393 -0.925 7.062 0.09
H -4.881 1.385 5.818 0.09
C -0.419 -4.051 -5.034 -0.01
C -0.503 -2.574 -4.769 -0.50
O 0.302 -2.010 -4.047 0.03
C -1.622 -1.814 -5.430 -0.03
H 0.434 -4.468 -4.494 0.09
H -1.331 -4.542 -4.684 0.05
H -0.279 -4.230 -6.103 0.09
H -2.585 -2.207 -5.097 0.08
H -1.534 -1.892 -6.515 0.09
H -1.559 -0.759 -5.149 0.07
C -3.145 7.991 -4.664 -0.02
C -1.773 8.227 -4.091 -0.50
O -1.147 7.329 -3.556 -0.03
C -1.205 9.617 -4.205 -0.02
H -3.427 6.947 -4.511 0.08
H -3.874 8.628 -4.158 0.09
H -3.142 8.199 -5.736 0.09
H -1.848 10.325 -3.678 0.09
H -1.115 9.897 -5.256 0.09
H -0.212 9.640 -3.750 0.08
C -5.807 4.395 1.294 -0.02
C -4.435 4.614 1.873 -0.49
O -3.819 3.704 2.403 0.04
C -3.852 5.997 1.774 -0.02
H -6.099 3.352 1.438 0.09
H -6.531 5.034 1.803 0.09
H -5.797 4.612 0.224 0.09
H -4.490 6.708 2.304 0.09
H -3.756 6.286 0.724 0.08
H -2.861 6.007 2.232 0.08
C -2.517 -8.275 -4.033 -0.03
C -2.971 -7.020 -4.727 -0.48
O -2.803 -5.921 -4.224 0.03
C -3.640 -7.171 -6.067 -0.02
H -2.055 -8.016 -3.081 0.06
H -3.375 -8.923 -3.839 0.09
H -1.781 -8.795 -4.650 0.09
H -4.547 -7.770 -5.964 0.09
H -2.954 -7.642 -6.774 0.09
H -3.913 -6.185 -6.450 0.08
C 7.463 -1.200 1.894 -0.03
C 8.112 -1.942 0.755 -0.50
O 7.456 -2.363 -0.180 0.06
C 9.603 -2.142 0.819 -0.02
H 6.387 -1.131 1.714 0.08
H 7.627 -1.739 2.829 0.09
H 7.872 -0.190 1.961 0.08
H 9.862 -2.722 1.707 0.09
H 10.108 -1.174 0.838 0.09
H 9.932 -2.691 -0.066 0.08
C -4.727 1.273 -4.515 -0.03
C -5.456 0.914 -5.783 -0.50
O -6.285 1.660 -6.268 0.07
C -5.118 -0.404 -6.427 -0.02
H -5.071 2.249 -4.164 0.08
H -4.936 0.529 -3.743 0.08
H -3.653 1.329 -4.706 0.07
H -5.344 -1.222 -5.740 0.09
H -4.061 -0.422 -6.703 0.07
H -5.717 -0.531 -7.331 0.09
C -0.101 -10.010 0.011 -0.02
C -0.831 -10.365 -1.257 -0.48
O -1.657 -9.613 -1.743 0.04
C -0.500 -11.685 -1.901 -0.02
H -0.440 -9.033 0.363 0.08
H -0.315 -10.753 0.783 0.09
H 0.973 -9.961 -0.179 0.09
H -0.731 -12.502 -1.214 0.09
H 0.557 -11.709 -2.176 0.09
H -1.100 -11.807 -2.805 0.08


135
Properties=species:S:1:pos:R:3:lowdin_charge:R:1 method="wB97M-V/def2-TZVPD" total_charge=-1 homo_lumo_gap_ev=5.21 e_homo_ev=-3.95 lumo_energy_ha=0.0466
N 0.357 6.687 5.282 -0.01
C 1.643 5.957 5.212 -0.39
C 1.480 4.514 5.685 -0.32
In 1.075 3.058 4.052 0.44
C -0.488 3.768 2.594 -0.33
C -0.800 2.610 1.648 -0.35
C -1.760 2.928 0.492 -0.22
C -1.492 2.083 -0.754 -0.22
C -2.065 0.659 -0.668 -0.22
C -2.351 0.057 -2.043 -0.23
C -1.094 -0.025 -2.906 -0.22
C -1.259 -0.999 -4.087 -0.20
C -0.274 -0.746 -5.237 -0.20
C 0.744 -1.870 -5.461 -0.21
C 1.252 -1.881 -6.901 -0.20
C 2.496 -2.715 -7.126 -0.14
N 2.255 -4.153 -7.210 -0.10
C 3.253 -5.027 -7.537 -0.15
C 2.739 -6.305 -7.521 -0.13
C 1.376 -6.201 -7.185 -0.10
C 1.106 -4.858 -7.000 -0.09
H -0.303 6.116 5.790 0.02
H -0.003 6.840 4.353 0.03
H 2.022 6.010 4.191 0.08
H 2.375 6.491 5.829 0.07
H 2.375 4.192 6.215 0.01
H 0.664 4.475 6.403 0.00
H 0.403 1.540 4.759 -0.10
H 2.532 2.634 3.103 -0.12
H -0.160 4.635 2.014 0.02
H -1.398 4.040 3.135 0.01
H 0.144 2.245 1.235 0.08
H -1.206 1.791 2.244 0.09
H -1.701 3.983 0.233 0.10
H -2.779 2.731 0.821 0.09
H -0.413 1.990 -0.873 0.10
H -1.879 2.556 -1.659 0.10
H -2.980 0.691 -0.081 0.10
H -1.346 0.013 -0.170 0.11
H -2.691 -0.971 -1.900 0.11
H -3.124 0.646 -2.534 0.11
H -0.301 -0.395 -2.258 0.12
H -0.818 0.950 -3.293 0.10
H -1.136 -2.009 -3.701 0.10
H -2.282 -0.910 -4.448 0.11
H 0.248 0.193 -5.071 0.11
H -0.828 -0.637 -6.170 0.11
H 0.247 -2.810 -5.232 0.09
H 1.581 -1.767 -4.772 0.12
H 1.510 -0.855 -7.157 0.12
H 0.449 -2.196 -7.564 0.12
H 3.161 -2.541 -6.279 0.12
H 3.031 -2.418 -8.023 0.12
H 4.256 -4.716 -7.759 0.12
H 3.272 -7.217 -7.719 0.09
H 0.667 -6.999 -7.076 0.09
H 0.180 -4.382 -6.749 0.11
C 3.137 -5.742 -11.045 -0.02
C 3.860 -6.721 -11.933 -0.32
C 4.776 -6.101 -12.968 -0.10
O 4.724 -7.051 -14.039 0.06
C 3.547 -7.720 -13.951 -0.57
O 3.118 -8.443 -14.786 0.17
O 2.938 -7.441 -12.775 0.08
H 2.548 -6.249 -10.283 0.07
H 3.849 -5.091 -10.539 0.08
H 2.453 -5.135 -11.639 0.10
H 4.401 -7.460 -11.335 0.16
H 5.801 -5.983 -12.628 0.14
H 4.397 -5.142 -13.330 0.14
C -1.106 6.189 10.276 -0.02
C -2.064 5.341 9.479 -0.34
C -2.110 3.875 9.867 -0.10
O -2.432 3.235 8.632 0.06
C -1.992 4.035 7.619 -0.55
O -1.902 3.721 6.486 0.18
O -1.648 5.255 8.113 0.07
H -1.176 7.235 9.979 0.09
H -1.328 6.115 11.342 0.09
H -0.081 5.863 10.100 0.09
H -3.070 5.773 9.495 0.15
H -2.869 3.648 10.612 0.13
H -1.138 3.512 10.210 0.14
C -3.117 6.404 4.912 -0.03
C -3.871 6.818 3.681 -0.31
C -3.021 6.979 2.442 -0.07
O -3.731 7.999 1.711 0.06
C -4.432 8.737 2.600 -0.58
O -4.980 9.763 2.339 0.14
O -4.426 8.153 3.813 0.08
H -3.800 6.230 5.743 0.09
H -2.567 5.482 4.726 0.07
H -2.417 7.182 5.222 0.09
H -4.701 6.134 3.493 0.14
H -2.945 6.071 1.850 0.13
H -2.020 7.350 2.673 0.14
C 3.266 -5.244 -4.049 -0.02
C 3.947 -6.115 -3.027 -0.32
C 3.886 -7.600 -3.323 -0.10
O 3.894 -8.179 -2.013 0.06
C 3.392 -7.262 -1.146 -0.57
O 3.097 -7.492 -0.022 0.17
O 3.278 -6.058 -1.753 0.09
H 3.404 -4.188 -3.812 0.09
H 3.664 -5.433 -5.046 0.07
H 2.193 -5.436 -4.066 0.10
H 4.981 -5.797 -2.869 0.16
H 4.735 -7.965 -3.894 0.14
H 2.957 -7.879 -3.827 0.14
C -7.107 0.063 2.639 -0.03
C -5.768 0.525 3.158 -0.33
C -5.597 0.457 4.662 -0.10
O -4.697 1.534 4.920 0.08
C -4.822 2.440 3.922 -0.54
O -4.335 3.519 3.925 0.18
O -5.583 1.930 2.918 0.08
H -7.128 0.082 1.550 0.08
H -7.309 -0.957 2.970 0.09
H -7.900 0.718 3.000 0.09
H -4.955 -0.004 2.655 0.16
H -5.164 -0.477 5.010 0.14
H -6.536 0.646 5.190 0.14
C 3.367 -2.595 5.152 -0.03
C 3.406 -1.704 6.369 -0.34
C 2.233 -1.853 7.317 -0.11
O 2.112 -0.544 7.872 0.05
C 2.620 0.344 6.963 -0.56
O 2.475 1.512 7.002 0.16
O 3.291 -0.329 5.992 0.08
H 4.270 -2.476 4.555 0.08
H 3.284 -3.642 5.449 0.09
H 2.517 -2.333 4.523 0.10
H 4.351 -1.825 6.908 0.15
H 2.405 -2.579 8.109 0.13
H 1.308 -2.099 6.787 0.14


156
Properties=species:S:1:pos:R:3:lowdin_charge:R:1 method="wB97M-V/def2-TZVPD" total_charge=0 homo_lumo_gap_ev=10.08 e_homo_ev=-10.33 lumo_energy_ha=-0.0091
C -7.696 -11.960 10.385 -0.12
C -7.050 -12.101 11.766 -0.09
O -6.113 -13.148 11.546 0.08
C -5.835 -13.245 10.279 -0.53
O -4.946 -13.998 9.801 0.08
O -6.680 -12.455 9.544 0.05
H -7.844 -10.900 10.177 0.13
H -8.625 -12.516 10.258 0.14
H -7.700 -12.315 12.614 0.14
H -6.495 -11.199 12.027 0.13
C -10.359 -17.551 6.665 -0.14
C -9.638 -16.508 7.505 -0.16
O -10.361 -15.348 7.342 0.07
C -11.486 -15.568 6.620 -0.48
O -12.288 -14.694 6.325 0.13
O -11.473 -16.873 6.171 0.06
H -10.598 -18.331 7.388 0.13
H -9.774 -17.922 5.824 0.13
H -8.585 -16.438 7.231 0.13
H -9.636 -16.701 8.578 0.13
C -9.461 -17.236 14.765 -0.11
C -10.694 -17.048 15.647 -0.13
O -11.520 -16.260 14.849 0.09
C -10.991 -16.059 13.659 -0.62
O -11.464 -15.291 12.853 0.14
O -9.870 -16.705 13.513 0.10
H -9.331 -18.318 14.795 0.13
H -8.563 -16.769 15.171 0.13
H -10.333 -16.476 16.502 0.13
H -11.104 -17.988 16.015 0.13
C -3.253 -18.688 11.910 -0.06
C -4.581 -18.412 12.758 -0.11
O -5.074 -19.696 12.844 0.05
C -4.185 -20.633 12.470 -0.59
O -4.332 -21.838 12.685 0.11
O -3.159 -20.091 11.930 0.09
H -2.365 -18.378 12.460 0.13
H -3.329 -18.299 10.894 0.13
H -5.288 -17.811 12.186 0.12
H -4.485 -17.959 13.745 0.13
C -5.396 -8.971 19.313 -0.15
C -6.417 -9.374 20.368 -0.11
O -7.096 -10.488 19.759 0.06
C -6.744 -10.599 18.445 -0.55
O -7.178 -11.460 17.743 0.17
O -5.821 -9.658 18.165 0.07
H -4.397 -9.238 19.656 0.13
H -5.318 -7.885 19.271 0.13
H -7.059 -8.508 20.523 0.13
H -5.891 -9.658 21.280 0.13
C -8.912 -5.613 16.481 -0.10
C -8.328 -4.718 15.406 -0.12
O -8.416 -5.517 14.273 0.09
C -9.110 -6.595 14.355 -0.54
O -9.359 -7.452 13.498 0.12
O -9.427 -6.720 15.689 0.04
H -9.745 -5.116 16.980 0.13
H -8.178 -5.948 17.214 0.12
H -7.320 -4.465 15.733 0.13
H -8.958 -3.842 15.258 0.14
C -13.474 -10.909 15.979 -0.02
O -14.665 -10.194 16.327 0.04
C -15.743 -10.457 15.720 -0.69
O -15.874 -11.459 15.035 0.11
O -16.543 -9.466 15.996 0.03
C -17.846 -9.259 15.411 -0.02
H -12.647 -10.461 16.529 0.09
H -13.182 -10.811 14.933 0.10
H -13.390 -11.966 16.233 0.10
H -17.786 -8.394 14.751 0.09
H -18.680 -9.085 16.091 0.09
H -18.093 -9.986 14.638 0.09
C -2.347 -7.728 10.993 -0.02
O -1.754 -8.848 10.333 0.01
C -1.678 -8.940 9.046 -0.61
O -2.133 -8.148 8.229 0.10
O -0.883 -9.975 8.758 -0.02
C -0.771 -10.622 7.526 -0.04
H -1.866 -7.804 11.967 0.09
H -3.362 -7.906 11.349 0.09
H -2.142 -6.782 10.491 0.10
H -1.616 -11.308 7.488 0.10
H 0.120 -11.248 7.584 0.09
H -0.737 -9.934 6.681 0.10
C -1.896 -12.549 16.051 -0.04
O -1.335 -13.446 16.940 0.01
C -1.104 -14.639 16.534 -0.55
O -1.175 -15.104 15.369 0.08
O -0.618 -15.228 17.699 -0.03
C -0.038 -16.535 17.679 -0.06
H -2.909 -12.832 15.767 0.11
H -1.215 -12.456 15.204 0.11
H -1.953 -11.623 16.623 0.10
H 0.916 -16.528 17.154 0.09
H -0.577 -17.294 17.112 0.09
H 0.108 -16.890 18.699 0.09
C -12.336 -9.410 4.673 -0.03
O -11.236 -9.266 5.614 -0.02
C -9.962 -9.193 5.116 -0.51
O -9.582 -9.339 3.938 0.09
O -9.133 -8.928 6.144 -0.02
C -7.807 -8.668 5.982 -0.08
H -12.307 -8.550 4.004 0.09
H -13.298 -9.400 5.186 0.09
H -12.210 -10.214 3.949 0.09
H -7.652 -7.940 5.186 0.10
H -7.348 -9.607 5.670 0.10
H -7.461 -8.259 6.931 0.10
C 1.559 -19.227 8.768 -0.06
O 2.020 -18.252 9.645 -0.02
C 2.080 -16.938 9.304 -0.44
O 2.197 -16.469 8.138 0.08
O 2.027 -16.231 10.531 -0.05
C 1.396 -14.997 10.549 -0.09
H 0.776 -19.690 9.368 0.10
H 2.339 -19.964 8.578 0.10
H 1.176 -18.877 7.809 0.09
H 1.918 -14.227 9.982 0.09
H 1.343 -14.659 11.584 0.10
H 0.409 -15.150 10.114 0.10
C -5.615 -11.617 0.320 -0.04
O -4.388 -11.905 0.990 -0.01
C -4.369 -12.422 2.239 -0.51
O -3.339 -12.447 2.941 0.09
O -5.622 -12.834 2.656 -0.05
C -5.715 -13.348 3.966 -0.06
H -5.400 -11.117 -0.624 0.09
H -6.179 -10.945 0.967 0.10
H -6.116 -12.556 0.086 0.10
H -5.386 -12.582 4.668 0.10
H -5.255 -14.334 4.034 0.10
H -6.760 -13.522 4.221 0.09
C -14.274 -9.781 10.302 -0.02
O -14.376 -8.377 10.608 -0.01
C -15.582 -7.797 10.388 -0.54
O -16.670 -8.373 10.161 0.07
O -15.354 -6.483 10.492 -0.01
C -16.443 -5.555 10.540 -0.04
H -13.858 -10.271 11.182 0.09
H -13.537 -9.829 9.501 0.10
H -15.238 -10.272 10.173 0.09
H -17.092 -5.900 11.345 0.09
H -17.136 -5.634 9.703 0.09
H -16.138 -4.547 10.819 0.10
C -5.921 -21.327 6.300 -0.02
O -4.575 -20.822 6.540 0.01
C -4.333 -19.590 6.122 -0.64
O -5.058 -18.798 5.601 0.13
O -3.006 -19.415 6.263 -0.02
C -2.450 -18.143 5.808 -0.02
H -5.844 -22.378 6.580 0.09
H -6.064 -21.386 5.221 0.09
H -6.783 -20.881 6.795 0.09
H -2.630 -17.956 4.749 0.09
H -1.372 -18.137 5.970 0.09
H -2.913 -17.334 6.373 0.09